No. 1
DFT (ωB97M-V/def2-TZVPD) results for one molecule with the formula C18H35NO.

Results
Largest force on an atom   0.50 eV Å⁻¹
SMILES string   CCCCCCCCCCCCN1CCCCCC1=O
Energy relative to the best compared isomer or geometry (same formula, charge and spin)   15.36 kJ/mol
Multiplicity   1
Calculated total energy   -836.8859 Ha

Atoms and positions in Å:
1 C -4.8894 3.1298 -0.1492
2 C -4.5476 1.6612 0.0748
3 C -5.6583 0.7450 -0.4325
4 C -5.4357 -0.7380 -0.1294
5 C -4.2127 -1.3454 -0.8308
6 C -2.9821 -1.4379 0.0706
7 C -1.7638 -1.9495 -0.6945
8 C -0.5356 -2.1577 0.1909
9 C 0.0062 -0.8543 0.7752
10 C 1.3593 -1.0666 1.4503
11 C 1.8551 0.1592 2.2178
12 C 2.1081 1.3820 1.3306
13 N 3.1183 1.1571 0.3154
14 C 4.4970 1.0906 0.7459
15 C 5.1244 -0.3013 0.6187
16 C 5.5962 -0.6126 -0.7980
17 C 4.4690 -0.6002 -1.8263
18 C 3.8167 0.7750 -1.9995
19 C 2.7306 1.0478 -0.9762
20 O 1.5647 1.1580 -1.3145
21 H -5.8029 3.3964 0.3789
22 H -4.0860 3.7691 0.2097
23 H -5.0377 3.3287 -1.2085
24 H -3.6157 1.4327 -0.4438
25 H -4.3939 1.4847 1.1422
26 H -5.7644 0.8763 -1.5123
27 H -6.6015 1.0526 0.0279
28 H -6.3329 -1.2765 -0.4440
29 H -5.3391 -0.8742 0.9502
30 H -4.4568 -2.3520 -1.1793
31 H -3.9685 -0.7509 -1.7135
32 H -3.1972 -2.1151 0.9016
33 H -2.7621 -0.4568 0.4889
34 H -2.0200 -2.9000 -1.1707
35 H -1.5117 -1.2401 -1.4858
36 H 0.2490 -2.6222 -0.4123
37 H -0.7822 -2.8503 1.0005
38 H 0.1147 -0.1295 -0.0322
39 H -0.6991 -0.4554 1.5066
40 H 2.0926 -1.3414 0.6888
41 H 1.2837 -1.9027 2.1515
42 H 1.1117 0.4401 2.9668
43 H 2.7762 -0.0993 2.7474
44 H 2.4190 2.2262 1.9565
45 H 1.1917 1.6568 0.8069
46 H 4.5171 1.3962 1.7942
47 H 5.1008 1.8114 0.1820
48 H 4.3999 -1.0512 0.9389
49 H 5.9819 -0.3560 1.2932
50 H 6.0694 -1.5974 -0.8034
51 H 6.3555 0.1174 -1.0914
52 H 3.7042 -1.3287 -1.5480
53 H 4.8814 -0.9117 -2.7888
54 H 3.3261 0.8222 -2.9733
55 H 4.5763 1.5587 -1.9650



No. 2
DFT (ωB97M-V/def2-TZVPD) results for a 3-piece molecular cluster, C18H35O11P overall at a distorted geometry.

Results
Largest force on an atom   9.77 eV Å⁻¹
SMILES string   CCOC1=C([PH2]=O)C(=O)OC1=O.COCCOCCOC.COCCOCCOC
Multiplicity   1
Calculated total energy   -1875.5127 Ha

Atoms and positions in Å:
1 C -9.2306 -1.5950 -0.3830
2 C -8.4732 -2.2702 -1.7126
3 O -7.9366 -1.1184 -2.4768
4 C -6.4795 -1.2297 -2.6489
5 C -5.3701 -1.3752 -1.6677
6 P -5.5142 -1.4220 0.2359
7 O -6.4056 -2.5922 0.8146
8 C -3.9879 -1.4773 -2.5515
9 O -2.7339 -1.6661 -2.0766
10 O -4.3321 -1.3701 -3.9926
11 C -5.7862 -1.1974 -4.1345
12 O -6.5715 -0.9877 -5.1940
13 H -8.7101 -0.5327 -0.2237
14 H -10.3857 -1.4459 -0.5591
15 H -8.9819 -2.2335 0.5663
16 H -9.3208 -2.8660 -2.3036
17 H -7.6646 -3.0653 -1.4228
18 H -4.1703 -1.5331 0.7647
19 H -6.0342 -0.1319 0.6494
20 C 1.6852 -1.3942 2.3166
21 O 1.0945 -0.1473 1.9953
22 C 0.0266 -0.2775 1.0593
23 C -0.9685 0.8749 1.2158
24 O -1.8490 0.7116 2.3359
25 C -1.2629 0.9252 3.6273
26 C -0.9622 2.3994 3.9144
27 O 0.2519 2.7933 3.2716
28 C 0.3215 4.1955 3.0694
29 H 2.1273 -1.8497 1.4285
30 H 2.4695 -1.2240 3.0598
31 H 0.9395 -2.0652 2.7573
32 H -0.4968 -1.2310 1.1994
33 H 0.4645 -0.2514 0.0556
34 H -1.6193 0.8775 0.3345
35 H -0.4724 1.8467 1.2423
36 H -0.3865 0.2913 3.7720
37 H -2.0177 0.5886 4.3463
38 H -0.8295 2.5467 4.9915
39 H -1.7969 3.0143 3.5643
40 H -0.5144 4.5344 2.4485
41 H 1.2518 4.4179 2.5406
42 H 0.3208 4.7213 4.0281
43 C 2.8007 1.3704 -1.2289
44 O 4.2102 1.2924 -1.3465
45 C 4.8770 1.6652 -0.1424
46 C 6.2476 0.9891 -0.0558
47 O 6.1736 -0.3875 0.3390
48 C 5.6891 -1.2978 -0.6577
49 C 6.6939 -1.5423 -1.7875
50 O 6.6617 -0.4627 -2.7234
51 C 7.8616 -0.3670 -3.4737
52 H 2.4886 2.3966 -1.0263
53 H 2.3562 1.0407 -2.1725
54 H 2.4483 0.7017 -0.4356
55 H 4.2787 1.3866 0.7335
56 H 5.0040 2.7530 -0.1604
57 H 6.8171 1.4871 0.7366
58 H 6.8229 1.1054 -0.9760
59 H 4.7139 -0.9862 -1.0352
60 H 5.5352 -2.2465 -0.1319
61 H 6.4274 -2.4570 -2.3277
62 H 7.6968 -1.6506 -1.3635
63 H 8.7173 -0.2114 -2.8084
64 H 7.7817 0.4990 -4.1355
65 H 8.0084 -1.2664 -4.0780



No. 3
DFT (ωB97M-V/def2-TZVPD) results for C18H35O7P2PbSb as an isolated structure at a distorted geometry.

Results
Largest force on an atom   1.61 eV Å⁻¹
Multiplicity   1
Calculated total energy   -2349.6752 Ha

Atoms and positions in Å:
1 Pb -0.4148 -0.5696 0.1946
2 C 1.1073 2.1455 2.4836
3 C 0.2604 0.9401 2.8218
4 C -1.1330 1.0693 2.8950
5 C -1.7743 2.4286 2.7795
6 C -1.9236 -0.0727 3.0816
7 C -3.4272 0.0277 2.9990
8 C -1.3205 -1.3224 3.2951
9 C -2.2009 -2.5136 3.5847
10 C 0.0725 -1.4467 3.2459
11 C 0.7123 -2.8133 3.3417
12 C 0.8639 -0.3115 3.0259
13 C 2.3723 -0.4099 3.0799
14 H 0.5704 2.7995 1.7982
15 H 2.0349 1.8526 1.9949
16 H 1.3616 2.7206 3.3779
17 H -2.0241 2.6421 1.7361
18 H -1.1069 3.2091 3.1369
19 H -2.6863 2.4785 3.3700
20 H -3.7259 0.8672 2.3763
21 H -3.8797 0.1505 3.9868
22 H -3.8423 -0.8722 2.5487
23 H -2.6543 -2.8968 2.6656
24 H -3.0104 -2.2307 4.2562
25 H -1.6515 -3.3233 4.0561
26 H 0.0691 -3.5695 2.8957
27 H 0.8988 -3.0978 4.3805
28 H 1.6605 -2.8454 2.8091
29 H 2.8152 -0.5155 2.0850
30 H 2.6866 -1.2601 3.6792
31 H 2.7916 0.4849 3.5352
32 O -1.6804 1.0198 -2.8782
33 P -2.3971 1.4015 -1.4742
34 O -3.2922 2.5491 -1.5607
35 O -1.2549 1.4476 -0.4500
36 O -3.2137 0.0245 -1.1066
37 P -2.8983 -1.3957 -1.8375
38 O -3.9454 -2.3455 -1.0938
39 O -3.1320 -1.2924 -3.2927
40 O -1.5112 -1.8239 -1.3725
41 H -2.2730 0.4281 -3.4086
42 H -4.7321 -2.4567 -1.6502
43 C 4.0140 -0.0300 -1.0745
44 C 3.2067 -0.7042 -2.1814
45 Sb 1.1402 -0.0191 -2.2495
46 C 1.4933 2.0517 -2.8049
47 C 2.5459 2.3045 -3.8786
48 C 0.6105 -1.1161 -4.0427
49 C 0.6656 -0.2897 -5.3226
50 H 5.0354 -0.4141 -1.0412
51 H 3.5585 -0.2140 -0.0989
52 H 4.0669 1.0500 -1.2259
53 H 3.1479 -1.7812 -2.0068
54 H 3.6746 -0.5551 -3.1556
55 H 1.7819 2.5326 -1.8686
56 H 0.5196 2.4457 -3.0902
57 H 3.4593 1.7349 -3.6966
58 H 2.8140 3.3629 -3.8853
59 H 2.1769 2.0490 -4.8694
60 H -0.3970 -1.4892 -3.8628
61 H 1.2958 -1.9633 -4.0816
62 H 0.0709 0.6195 -5.2236
63 H 0.2587 -0.8645 -6.1566
64 H 1.6891 -0.0119 -5.5745



No. 4
DFT (ωB97M-V/def2-TZVPD) results for C18H36BaNO4 as an isolated structure at a distorted geometry.

Results
Charge   +1
Largest force on an atom   2.04 eV Å⁻¹
Multiplicity   1
Calculated total energy   -1088.4915 Ha

Atoms and positions in Å:
1 Ba -0.4794 -0.5736 1.1182
2 C -3.8042 1.1442 0.8363
3 C -3.0031 2.3181 0.2734
4 C -3.0172 3.4120 1.3354
5 C -2.0058 4.5076 0.9916
6 C -0.6308 3.8949 0.8386
7 C -0.5494 2.7724 -0.1912
8 N -1.6705 1.8316 -0.0033
9 O -1.6836 0.7799 -0.9086
10 C 0.7230 2.0080 0.1293
11 C -0.4337 3.3380 -1.6155
12 C -3.7161 2.8222 -0.9978
13 H -3.8400 0.3349 0.1085
14 H -4.8093 1.4497 1.1273
15 H -3.3301 0.7397 1.7494
16 H -2.7867 2.9878 2.3183
17 H -4.0119 3.8556 1.3285
18 H -1.9553 5.3377 1.6934
19 H -2.2970 4.9206 0.0164
20 H -0.2343 3.5990 1.8215
21 H 0.0820 4.6799 0.5424
22 H 1.6257 2.6287 0.0986
23 H 0.8881 1.0961 -0.4404
24 H 0.8023 1.7426 1.2115
25 H -0.8737 2.6079 -2.3002
26 H 0.6092 3.4650 -1.8984
27 H -0.9898 4.2676 -1.7197
28 H -4.5423 3.5112 -0.8366
29 H -4.0797 1.9862 -1.6009
30 H -2.9972 3.3037 -1.6671
31 C -1.4842 -2.5672 -2.9261
32 C -0.5084 -2.9325 -1.8568
33 O -0.6162 -2.4996 -0.7284
34 C 0.6503 -3.8079 -2.2451
35 H -0.9243 -2.1393 -3.7566
36 H -2.2307 -1.8811 -2.5393
37 H -1.9653 -3.4860 -3.2722
38 H 0.3000 -4.7891 -2.5752
39 H 1.3059 -3.9554 -1.3898
40 H 1.1864 -3.3551 -3.0786
41 C 1.0226 -4.9380 2.2763
42 C 1.6893 -3.6133 2.4159
43 O 1.1099 -2.5862 2.1190
44 C 3.0724 -3.5862 2.9898
45 H 0.1461 -4.8764 1.6372
46 H 0.6893 -5.2369 3.2776
47 H 1.7093 -5.7091 1.9329
48 H 3.0398 -3.7600 4.0643
49 H 3.5434 -2.6337 2.7599
50 H 3.6599 -4.3893 2.5400
51 C 3.9449 -1.7678 -1.3200
52 C 3.1626 -0.8372 -0.4512
53 O 1.9516 -0.9710 -0.3796
54 C 3.9148 0.2231 0.2939
55 H 3.9774 -2.7557 -0.8431
56 H 4.9697 -1.4852 -1.5323
57 H 3.3715 -1.9211 -2.2361
58 H 4.7221 0.6311 -0.3122
59 H 4.3331 -0.2002 1.2100
60 H 3.2676 1.0568 0.5667



No. 5
DFT (ωB97M-V/def2-TZVPD) results for C18H36CaN8 as an isolated structure.

Results
Charge   +2
Largest force on an atom   0.47 eV Å⁻¹
Multiplicity   1
Calculated total energy   -1822.7467 Ha

Atoms and positions in Å:
1 Ca 1.0186 -0.7405 0.1596
2 N 3.1370 -2.1443 0.4801
3 C 3.4015 -2.1971 1.9409
4 C 2.1356 -2.4827 2.7163
5 N 1.1639 -1.3705 2.5857
6 H 3.0454 -3.0999 0.1395
7 H 3.9761 -1.8019 0.0181
8 H 3.8271 -1.2339 2.2348
9 H 4.1517 -2.9559 2.1775
10 H 2.3786 -2.6821 3.7629
11 H 1.6586 -3.3906 2.3331
12 H 1.4731 -0.6016 3.1778
13 H 0.2781 -1.6566 2.9964
14 C -1.3456 -3.3144 -1.0272
15 N -1.9087 -2.8865 0.2390
16 C -1.9361 -3.9081 1.2737
17 C -2.0255 -1.5574 0.5142
18 N -1.2556 -0.7183 -0.1671
19 C -1.7161 0.5987 -0.4686
20 C -3.0707 0.8672 -0.6487
21 C -3.5301 2.1496 -0.8915
22 C -2.6276 3.1997 -0.9460
23 C -1.2730 2.9385 -0.8350
24 C -0.7929 1.6447 -0.6587
25 N 0.6095 1.3853 -0.5841
26 C 1.4652 2.0626 -1.3337
27 N 1.1839 2.6088 -2.5354
28 C 1.7992 3.8404 -3.0121
29 C 0.1436 2.0730 -3.4015
30 N 2.7422 2.1940 -0.8605
31 C 3.9029 2.0081 -1.7230
32 C 3.0103 1.9498 0.5379
33 N -2.8757 -1.1980 1.5059
34 C -4.1648 -1.8498 1.7132
35 C -2.6914 0.0228 2.2742
36 H -1.7713 -4.2822 -1.2892
37 H -0.2540 -3.4554 -0.9777
38 H -1.5739 -2.5875 -1.8008
39 H -2.4068 -4.8102 0.8846
40 H -2.4876 -3.5796 2.1468
41 H -0.9155 -4.1711 1.5794
42 H -3.7813 0.0525 -0.5973
43 H -4.5873 2.3274 -1.0237
44 H -2.9727 4.2127 -1.0922
45 H -0.5657 3.7551 -0.9038
46 H 2.4128 4.2754 -2.2275
47 H 1.0037 4.5415 -3.2688
48 H 2.4081 3.6658 -3.9006
49 H -0.1216 1.0673 -3.0854
50 H 0.5380 2.0372 -4.4174
51 H -0.7537 2.6932 -3.3823
52 H 3.6736 2.2491 -2.7531
53 H 4.2529 0.9674 -1.6851
54 H 4.7147 2.6503 -1.3844
55 H 2.2664 2.4273 1.1717
56 H 3.9938 2.3536 0.7727
57 H 3.0594 0.8734 0.8188
58 H -4.3046 -2.6454 0.9878
59 H -4.9562 -1.1082 1.5835
60 H -4.2382 -2.2603 2.7217
61 H -1.6714 0.3867 2.1563
62 H -2.8767 -0.2013 3.3258
63 H -3.3734 0.8122 1.9528



No. 6
DFT (ωB97M-V/def2-TZVPD) results for a 3-piece molecular cluster, C18H36ClO6P overall at a distorted geometry.

Results
Largest force on an atom   1.52 eV Å⁻¹
SMILES string   CCCCCC[PH2](Cl)[C@@H](C)CC.C[C@@H]1COC(=O)O1.C[C@@H]1COC(=O)O1
Multiplicity   1
Calculated total energy   -1960.4563 Ha

Atoms and positions in Å:
1 C -3.0806 4.6183 -0.1232
2 C -3.5348 3.3837 0.6435
3 C -2.4485 2.3173 0.7505
4 C -1.3882 2.6336 1.8204
5 C -0.0526 3.1545 1.2598
6 C 1.0747 2.1274 1.3134
7 P 2.6808 2.8715 0.9139
8 Cl 2.8803 3.6690 3.0794
9 C 2.8430 2.3647 -0.8897
10 C 1.5830 2.5367 -1.7244
11 C 4.0673 3.0684 -1.4958
12 C 3.8743 4.5437 -1.8656
13 H -3.9261 5.2205 -0.4463
14 H -2.4437 5.2605 0.4848
15 H -2.5110 4.3371 -1.0076
16 H -4.4062 2.9595 0.1444
17 H -3.8698 3.6714 1.6409
18 H -2.9244 1.3645 0.9733
19 H -1.9603 2.2441 -0.2220
20 H -1.1991 1.7544 2.4342
21 H -1.7893 3.4107 2.4684
22 H -0.2014 3.5194 0.2460
23 H 0.2627 4.0155 1.8482
24 H 0.8961 1.2657 0.6726
25 H 1.1500 1.7862 2.3426
26 H 3.8212 2.1404 1.2286
27 H 2.7370 4.2237 0.5754
28 H 3.0758 1.2952 -0.8801
29 H 1.8197 2.4191 -2.7830
30 H 1.1299 3.5222 -1.6256
31 H 0.8610 1.7626 -1.4906
32 H 4.3677 2.5130 -2.3827
33 H 4.8938 3.0028 -0.7837
34 H 4.2444 5.2109 -1.0909
35 H 4.4262 4.7875 -2.7697
36 H 2.8351 4.7976 -2.0535
37 C -2.4044 -3.1535 -1.3258
38 C -1.2275 -2.2741 -1.6416
39 C -0.8953 -1.2263 -0.6003
40 O -0.3169 -0.1792 -1.3944
41 C -0.8396 -0.2740 -2.6481
42 O -0.7113 0.5577 -3.4866
43 O -1.5160 -1.4279 -2.7849
44 H -2.5748 -3.8674 -2.1298
45 H -2.2175 -3.7031 -0.4025
46 H -3.3052 -2.5486 -1.2115
47 H -0.3452 -2.8668 -1.8819
48 H -0.1815 -1.5655 0.1462
49 H -1.7871 -0.8346 -0.1109
50 C 0.0352 -8.6115 1.7708
51 C 0.3270 -7.1450 1.6131
52 C -0.7883 -6.1970 2.0159
53 O -0.5512 -5.0713 1.1576
54 C 0.0903 -5.5191 0.0510
55 O 0.2688 -4.8686 -0.9279
56 O 0.4868 -6.7939 0.2210
57 H 0.8852 -9.2105 1.4494
58 H -0.1712 -8.8376 2.8171
59 H -0.8273 -8.8943 1.1671
60 H 1.2556 -6.8740 2.1222
61 H -0.7547 -5.8810 3.0540
62 H -1.7727 -6.6096 1.7836